Record 1
{"formula": "C8H10BeF6N5O19", "method": "ωB97M-V/def2-TZVPD", "lumo_energy_ha": 0.222, "de_lowest_kj_mol": 0.0, "homo_ev": 0.0, "fmax_ev_per_a": 2.72, "orbital_gap_ev": 6.04, "charge": -3, "symbols": ["Be", "N", "O", "O", "O", "N", "O", "O", "O", "N", "O", "O", "O", "N", "O", "O", "O", "N", "O", "O", "O", "C", "C", "O", "C", "O", "C", "F", "F", "F", "H", "H", "H", "H", "H", "C", "C", "O", "C", "O", "C", "F", "F", "F", "H", "H", "H", "H", "H"], "xyz": [[-8.813, -5.069, -31.142], [-12.439, -4.951, -31.507], [-11.242, -4.717, -31.851], [-12.907, -6.092, -31.613], [-13.145, -4.038, -31.033], [-5.879, -5.342, -30.390], [-6.344, -4.325, -29.856], [-4.771, -5.808, -30.065], [-6.584, -5.921, -31.266], [-10.131, -2.111, -29.614], [-9.301, -3.004, -29.947], [-9.714, -0.934, -29.497], [-11.308, -2.383, -29.365], [-10.514, -8.370, -30.474], [-10.118, -7.181, -30.516], [-11.714, -8.682, -30.551], [-9.637, -9.271, -30.425], [-7.513, -2.558, -33.299], [-7.291, -2.165, -34.448], [-7.993, -3.746, -33.169], [-7.340, -1.909, -32.255], [-6.710, -9.483, -34.522], [-7.447, -8.367, -33.833], [-8.544, -7.953, -34.648], [-9.436, -7.104, -34.108], [-9.314, -6.615, -33.040], [-10.724, -6.940, -34.967], [-11.265, -5.750, -34.753], [-10.473, -7.112, -36.269], [-11.641, -7.845, -34.613], [-5.828, -9.732, -33.927], [-6.530, -9.238, -35.567], [-7.206, -10.456, -34.454], [-6.813, -7.503, -33.620], [-7.842, -8.633, -32.849], [-6.989, -9.885, -28.934], [-7.074, -8.375, -28.862], [-7.972, -8.078, -27.812], [-8.369, -6.817, -27.673], [-8.210, -5.980, -28.503], [-9.114, -6.534, -26.340], [-9.043, -7.520, -25.449], [-8.421, -5.503, -25.801], [-10.355, -6.161, -26.588], [-6.602, -10.227, -29.897], [-7.943, -10.403, -28.851], [-6.292, -10.248, -28.171], [-7.537, -8.094, -29.812], [-6.129, -7.829, -28.836]]}

---

Record 2
{"formula": "C21H40P2Pd", "method": "ωB97M-V/def2-TZVPD", "multiplicity": 3, "lumo_energy_ha": [0.004, 0.001], "de_lowest_kj_mol": 431.7, "homo_ev": [-3.0, -6.4], "fmax_ev_per_a": 2.10, "orbital_gap_ev": [3.16, 6.41], "symbols": ["P", "P", "C", "C", "H", "H", "H", "H", "C", "H", "H", "H", "C", "H", "H", "H", "C", "H", "H", "H", "C", "H", "H", "H", "Pd", "C", "C", "C", "C", "C", "C", "C", "C", "C", "H", "H", "H", "H", "H", "H", "H", "H", "H", "H", "H", "H", "H", "H", "H", "C", "C", "C", "C", "C", "C", "H", "H", "H", "H", "H", "H", "H", "H", "H"], "xyz": [[-0.197, 3.553, -4.029], [-2.194, 0.672, -5.114], [-0.853, 3.112, -5.705], [-2.187, 2.360, -5.798], [-0.038, 2.549, -6.201], [-0.943, 4.057, -6.263], [-3.003, 2.919, -5.309], [-2.452, 2.231, -6.858], [-1.543, -0.427, -6.434], [-1.422, -1.451, -6.047], [-0.566, -0.061, -6.798], [-2.254, -0.451, -7.277], [-3.956, 0.224, -5.037], [-4.313, -0.042, -6.039], [-4.544, 1.062, -4.647], [-4.087, -0.633, -4.374], [1.357, 4.404, -4.443], [1.922, 4.590, -3.518], [1.178, 5.368, -4.946], [1.973, 3.771, -5.107], [-1.288, 4.837, -3.340], [-2.342, 4.519, -3.399], [-1.168, 5.788, -3.886], [-1.014, 5.004, -2.282], [0.487, 2.293, -0.106], [-1.830, -0.947, -1.488], [-0.571, -1.063, -1.945], [-0.005, -0.495, -3.214], [0.845, 0.809, -3.296], [0.257, 2.199, -2.867], [-0.841, 2.177, -1.802], [-2.103, 1.462, -2.231], [-2.653, 0.312, -1.380], [1.554, 2.245, 1.864], [-2.233, -1.763, -0.843], [0.201, -1.557, -1.345], [-0.809, -0.474, -3.981], [0.727, -1.251, -3.570], [1.805, 0.616, -2.762], [1.138, 0.967, -4.343], [1.141, 2.732, -2.430], [-1.096, 3.208, -1.438], [-1.922, 1.021, -3.251], [-2.917, 2.207, -2.355], [-2.779, 0.675, -0.343], [-3.662, 0.051, -1.761], [1.067, 2.553, 2.796], [1.386, 3.112, 1.142], [2.640, 2.145, 1.974], [-0.483, -2.310, 2.367], [0.711, -1.406, 2.663], [0.596, -0.900, 4.104], [1.980, -2.245, 2.517], [0.736, -0.255, 1.701], [0.910, 0.958, 1.326], [-0.505, -3.167, 3.058], [-0.427, -2.702, 1.349], [-1.422, -1.766, 2.487], [0.660, -1.729, 4.824], [1.401, -0.191, 4.327], [-0.351, -0.384, 4.258], [2.045, -2.680, 1.519], [2.873, -1.637, 2.687], [1.993, -3.067, 3.251]]}

---

Record 3
{"formula": "C4H7NO2S", "method": "ωB97M-V/def2-TZVPD", "lumo_energy_ha": -0.010, "smiles": "CN(C=S)C(=O)CO", "de_lowest_kj_mol": 135.1, "homo_ev": -9.2, "fmax_ev_per_a": 1.38, "orbital_gap_ev": 8.89, "symbols": ["C", "N", "C", "S", "C", "O", "C", "O", "H", "H", "H", "H", "H", "H", "H"], "xyz": [[1.311, -1.208, -1.654], [0.583, -0.255, -0.780], [0.664, 1.088, -1.037], [0.013, 2.356, -0.280], [-0.116, -0.890, 0.247], [-0.052, -2.107, 0.314], [-0.928, -0.119, 1.277], [-1.513, -1.047, 2.180], [1.852, -0.608, -2.408], [0.636, -1.910, -2.108], [2.013, -1.849, -1.095], [1.301, 1.222, -1.885], [-0.252, 0.652, 1.780], [-1.722, 0.465, 0.821], [-1.169, -1.891, 1.888]]}

---

Record 4
{"formula": "C132H110F22", "method": "ωB97M-V/def2-TZVPD", "lumo_energy_ha": 0.016, "de_lowest_kj_mol": 4.2, "homo_ev": -8.8, "fmax_ev_per_a": 3.16, "orbital_gap_ev": 9.20, "symbols": ["F", "C", "C", "C", "C", "C", "C", "H", "H", "H", "H", "H", "F", "C", "C", "C", "C", "C", "C", "H", "H", "H", "H", "H", "F", "C", "C", "C", "C", "C", "C", "H", "H", "H", "H", "H", "F", "C", "C", "C", "C", "C", "C", "H", "H", "H", "H", "H", "F", "C", "C", "C", "C", "C", "C", "H", "H", "H", "H", "H", "F", "C", "C", "C", "C", "C", "C", "H", "H", "H", "H", "H", "F", "C", "C", "C", "C", "C", "C", "H", "H", "H", "H", "H", "F", "C", "C", "C", "C", "C", "C", "H", "H", "H", "H", "H", "F", "C", "C", "C", "C", "C", "C", "H", "H", "H", "H", "H", "F", "C", "C", "C", "C", "C", "C", "H", "H", "H", "H", "H", "F", "C", "C", "C", "C", "C", "C", "H", "H", "H", "H", "H", "F", "C", "C", "C", "C", "C", "C", "H", "H", "H", "H", "H", "F", "C", "C", "C", "C", "C", "C", "H", "H", "H", "H", "H", "F", "C", "C", "C", "C", "C", "C", "H", "H", "H", "H", "H", "F", "C", "C", "C", "C", "C", "C", "H", "H", "H", "H", "H", "F", "C", "C", "C", "C", "C", "C", "H", "H", "H", "H", "H", "F", "C", "C", "C", "C", "C", "C", "H", "H", "H", "H", "H", "F", "C", "C", "C", "C", "C", "C", "H", "H", "H", "H", "H", "F", "C", "C", "C", "C", "C", "C", "H", "H", "H", "H", "H", "F", "C", "C", "C", "C", "C", "C", "H", "H", "H", "H", "H", "F", "C", "C", "C", "C", "C", "C", "H", "H", "H", "H", "H", "F", "C", "C", "C", "C", "C", "C", "H", "H", "H", "H", "H"], "xyz": [[-5.276, -2.667, 5.112], [-6.502, -2.265, 4.974], [-7.562, -3.106, 5.262], [-8.858, -2.666, 5.033], [-9.033, -1.402, 4.487], [-7.984, -0.540, 4.217], [-6.712, -0.966, 4.518], [-7.354, -4.085, 5.667], [-9.714, -3.289, 5.249], [-10.036, -1.169, 4.161], [-8.156, 0.362, 3.648], [-5.929, -0.317, 4.154], [0.153, -0.353, -8.907], [-0.672, 0.584, -8.443], [-0.808, 0.828, -7.067], [-1.728, 1.791, -6.608], [-2.515, 2.516, -7.527], [-2.353, 2.288, -8.908], [-1.474, 1.306, -9.330], [-0.198, 0.287, -6.360], [-1.781, 1.997, -5.549], [-3.114, 3.371, -7.246], [-2.862, 2.813, -9.703], [-1.433, 1.042, -10.376], [3.233, -4.758, 0.149], [3.787, -5.034, 1.340], [5.113, -4.667, 1.607], [5.611, -4.922, 2.883], [4.824, -5.568, 3.816], [3.491, -5.953, 3.484], [2.952, -5.651, 2.252], [5.793, -4.295, 0.856], [6.583, -4.543, 3.162], [5.188, -5.816, 4.802], [2.933, -6.531, 4.205], [1.930, -5.866, 1.977], [0.129, 3.590, -3.921], [0.822, 4.781, -3.775], [1.271, 5.382, -4.928], [1.974, 6.570, -4.834], [2.127, 7.199, -3.553], [1.586, 6.660, -2.402], [0.950, 5.461, -2.542], [1.172, 4.860, -5.868], [2.446, 7.038, -5.686], [2.699, 8.098, -3.378], [1.630, 7.224, -1.482], [0.595, 5.069, -1.600], [2.857, -5.631, -2.994], [4.085, -5.127, -3.290], [4.412, -3.842, -2.892], [5.674, -3.376, -3.081], [6.614, -4.099, -3.850], [6.287, -5.343, -4.254], [5.039, -5.900, -3.969], [3.755, -3.192, -2.334], [5.907, -2.413, -2.650], [7.549, -3.611, -4.083], [6.945, -5.861, -4.936], [4.737, -6.901, -4.239], [-3.717, -2.586, 1.526], [-4.306, -2.368, 0.371], [-3.926, -2.977, -0.818], [-4.530, -2.689, -2.036], [-5.592, -1.817, -2.102], [-6.042, -1.255, -0.885], [-5.394, -1.577, 0.312], [-3.174, -3.752, -0.785], [-4.243, -3.213, -2.936], [-6.145, -1.589, -3.000], [-6.859, -0.548, -0.887], [-5.803, -1.170, 1.225], [8.470, 4.567, -2.574], [7.239, 4.162, -3.106], [7.125, 3.330, -4.182], [5.824, 3.032, -4.670], [4.693, 3.494, -3.970], [4.822, 4.301, -2.848], [6.111, 4.589, -2.358], [7.978, 2.958, -4.730], [5.750, 2.363, -5.514], [3.709, 3.309, -4.374], [3.923, 4.666, -2.374], [6.312, 5.195, -1.487], [2.461, 2.690, 5.212], [2.348, 1.386, 4.816], [1.859, 1.039, 3.525], [1.875, -0.313, 3.102], [2.206, -1.342, 3.998], [2.797, -0.992, 5.233], [2.782, 0.352, 5.702], [1.505, 1.866, 2.927], [1.407, -0.539, 2.155], [2.095, -2.386, 3.743], [3.120, -1.854, 5.796], [3.262, 0.678, 6.613], [4.070, 3.426, 0.259], [5.012, 3.062, 1.141], [6.285, 2.753, 0.689], [7.275, 2.418, 1.661], [6.874, 2.395, 2.990], [5.637, 2.669, 3.460], [4.675, 3.036, 2.490], [6.527, 2.766, -0.363], [8.253, 2.093, 1.340], [7.612, 2.141, 3.738], [5.360, 2.622, 4.502], [3.635, 3.194, 2.731], [-0.377, -6.108, 6.272], [-0.762, -5.952, 4.990], [-1.893, -6.691, 4.571], [-2.338, -6.668, 3.245], [-1.672, -5.878, 2.329], [-0.606, -5.052, 2.782], [-0.092, -5.133, 4.093], [-2.343, -7.416, 5.233], [-3.166, -7.289, 2.937], [-2.078, -5.915, 1.329], [-0.206, -4.319, 2.098], [0.760, -4.518, 4.346], [-5.646, 0.709, -3.612], [-4.930, 1.773, -3.225], [-3.684, 1.533, -2.645], [-2.756, 2.589, -2.569], [-3.153, 3.834, -2.877], [-4.448, 4.102, -3.297], [-5.372, 3.081, -3.458], [-3.373, 0.531, -2.390], [-1.730, 2.414, -2.283], [-2.405, 4.611, -2.945], [-4.769, 5.111, -3.509], [-6.301, 3.247, -3.983], [-6.938, -7.417, 4.575], [-6.451, -6.970, 3.371], [-5.810, -5.728, 3.400], [-5.312, -5.257, 2.208], [-5.528, -5.906, 0.997], [-6.214, -7.122, 0.988], [-6.612, -7.691, 2.186], [-5.624, -5.166, 4.303], [-4.819, -4.299, 2.276], [-5.199, -5.365, 0.122], [-6.403, -7.571, 0.024], [-7.232, -8.575, 2.152], [2.525, 1.135, -4.207], [3.087, 0.528, -5.287], [2.721, 1.054, -6.503], [3.338, 0.560, -7.647], [4.165, -0.558, -7.593], [4.448, -1.142, -6.357], [3.966, -0.578, -5.220], [1.939, 1.799, -6.499], [2.974, 0.923, -8.597], [4.657, -0.946, -8.473], [5.152, -1.960, -6.307], [4.225, -1.039, -4.279], [0.157, -2.032, 6.589], [-0.685, -1.332, 5.855], [-1.466, -2.111, 4.963], [-2.467, -1.430, 4.245], [-2.596, -0.062, 4.350], [-1.693, 0.649, 5.139], [-0.779, 0.041, 5.978], [-1.230, -3.155, 4.817], [-3.195, -1.932, 3.626], [-3.438, 0.344, 3.809], [-1.745, 1.723, 5.241], [-0.119, 0.592, 6.631], [-3.973, 1.649, 0.905], [-5.115, 2.081, 1.471], [-6.243, 2.046, 0.632], [-7.475, 2.584, 1.080], [-7.598, 2.907, 2.423], [-6.468, 2.907, 3.272], [-5.212, 2.560, 2.772], [-6.099, 1.791, -0.408], [-8.346, 2.642, 0.443], [-8.511, 3.240, 2.895], [-6.576, 3.157, 4.317], [-4.279, 2.622, 3.312], [-3.062, 3.697, 5.571], [-1.953, 4.439, 5.771], [-1.237, 4.204, 6.983], [-0.192, 5.076, 7.316], [0.173, 6.155, 6.500], [-0.556, 6.347, 5.300], [-1.588, 5.419, 4.867], [-1.577, 3.426, 7.651], [0.320, 4.894, 8.249], [0.997, 6.802, 6.764], [-0.344, 7.161, 4.622], [-2.005, 5.527, 3.877], [-0.921, -5.381, -4.605], [-0.341, -4.394, -5.246], [0.067, -3.289, -4.537], [0.703, -2.304, -5.213], [1.088, -2.475, -6.535], [0.680, -3.583, -7.228], [-0.045, -4.579, -6.588], [-0.188, -3.175, -3.494], [0.888, -1.348, -4.745], [1.562, -1.671, -7.079], [0.816, -3.505, -8.296], [-0.335, -5.410, -7.215], [-2.936, -6.030, -2.396], [-2.031, -6.670, -1.705], [-2.330, -7.806, -0.915], [-1.384, -8.343, -0.081], [-0.090, -7.796, -0.104], [0.214, -6.680, -0.801], [-0.780, -6.074, -1.613], [-3.338, -8.192, -0.891], [-1.545, -9.265, 0.459], [0.683, -8.338, 0.420], [1.229, -6.322, -0.715], [-0.580, -5.138, -2.113], [3.921, 5.668, 6.144], [3.664, 5.899, 4.842], [4.622, 6.492, 4.044], [4.349, 6.835, 2.756], [3.110, 6.649, 2.244], [2.118, 5.998, 2.976], [2.406, 5.639, 4.266], [5.600, 6.654, 4.472], [5.101, 7.308, 2.142], [2.867, 6.827, 1.207], [1.124, 5.787, 2.609], [1.664, 5.105, 4.842], [7.470, -1.773, 0.801], [6.789, -1.027, -0.115], [7.471, -0.468, -1.237], [6.781, 0.288, -2.194], [5.419, 0.414, -2.044], [4.742, -0.185, -0.972], [5.447, -0.821, 0.014], [8.543, -0.585, -1.296], [7.378, 0.742, -2.972], [4.793, 0.985, -2.713], [3.662, -0.197, -0.956], [4.935, -1.229, 0.873], [-1.197, 4.558, 1.300], [-2.117, 5.433, 0.862], [-1.845, 6.764, 1.125], [-2.660, 7.825, 0.714], [-3.835, 7.444, 0.124], [-4.162, 6.085, -0.150], [-3.231, 5.079, 0.175], [-0.903, 7.023, 1.586], [-2.480, 8.863, 0.952], [-4.554, 8.195, -0.165], [-5.037, 5.790, -0.711], [-3.338, 4.054, -0.150], [0.348, -1.317, -1.821], [0.043, -0.355, -0.830], [0.658, 0.906, -0.901], [0.280, 1.845, 0.076], [-0.635, 1.514, 1.082], [-1.164, 0.255, 1.116], [-0.847, -0.704, 0.146], [1.377, 1.201, -1.650], [0.622, 2.869, 0.037], [-0.928, 2.269, 1.797], [-1.805, -0.011, 1.944], [-1.155, -1.734, 0.248]]}

---

Please write out number 1 again, unchanged.
{"formula": "C8H10BeF6N5O19", "method": "ωB97M-V/def2-TZVPD", "lumo_energy_ha": 0.222, "de_lowest_kj_mol": 0.0, "homo_ev": 0.0, "fmax_ev_per_a": 2.72, "orbital_gap_ev": 6.04, "charge": -3, "symbols": ["Be", "N", "O", "O", "O", "N", "O", "O", "O", "N", "O", "O", "O", "N", "O", "O", "O", "N", "O", "O", "O", "C", "C", "O", "C", "O", "C", "F", "F", "F", "H", "H", "H", "H", "H", "C", "C", "O", "C", "O", "C", "F", "F", "F", "H", "H", "H", "H", "H"], "xyz": [[-8.813, -5.069, -31.142], [-12.439, -4.951, -31.507], [-11.242, -4.717, -31.851], [-12.907, -6.092, -31.613], [-13.145, -4.038, -31.033], [-5.879, -5.342, -30.390], [-6.344, -4.325, -29.856], [-4.771, -5.808, -30.065], [-6.584, -5.921, -31.266], [-10.131, -2.111, -29.614], [-9.301, -3.004, -29.947], [-9.714, -0.934, -29.497], [-11.308, -2.383, -29.365], [-10.514, -8.370, -30.474], [-10.118, -7.181, -30.516], [-11.714, -8.682, -30.551], [-9.637, -9.271, -30.425], [-7.513, -2.558, -33.299], [-7.291, -2.165, -34.448], [-7.993, -3.746, -33.169], [-7.340, -1.909, -32.255], [-6.710, -9.483, -34.522], [-7.447, -8.367, -33.833], [-8.544, -7.953, -34.648], [-9.436, -7.104, -34.108], [-9.314, -6.615, -33.040], [-10.724, -6.940, -34.967], [-11.265, -5.750, -34.753], [-10.473, -7.112, -36.269], [-11.641, -7.845, -34.613], [-5.828, -9.732, -33.927], [-6.530, -9.238, -35.567], [-7.206, -10.456, -34.454], [-6.813, -7.503, -33.620], [-7.842, -8.633, -32.849], [-6.989, -9.885, -28.934], [-7.074, -8.375, -28.862], [-7.972, -8.078, -27.812], [-8.369, -6.817, -27.673], [-8.210, -5.980, -28.503], [-9.114, -6.534, -26.340], [-9.043, -7.520, -25.449], [-8.421, -5.503, -25.801], [-10.355, -6.161, -26.588], [-6.602, -10.227, -29.897], [-7.943, -10.403, -28.851], [-6.292, -10.248, -28.171], [-7.537, -8.094, -29.812], [-6.129, -7.829, -28.836]]}